Record 1
{"formula": "C22H60N4O10PSn3", "method": "the ωB97M-V functional and the def2-TZVPD basis", "e_above_lowest_kcal_mol": 61.8, "gap_ha": 0.0948, "charge": 3, "elements": ["Sn", "Sn", "Sn", "P", "O", "O", "O", "O", "C", "C", "C", "O", "H", "H", "H", "H", "H", "H", "H", "H", "C", "C", "C", "O", "H", "H", "H", "H", "H", "H", "H", "H", "C", "C", "C", "O", "C", "N", "H", "H", "H", "H", "H", "H", "H", "H", "H", "H", "H", "C", "C", "C", "O", "C", "N", "H", "H", "H", "H", "H", "H", "H", "H", "H", "H", "H", "C", "C", "C", "O", "C", "N", "H", "H", "H", "H", "H", "H", "H", "H", "H", "H", "H", "C", "C", "C", "O", "C", "N", "H", "H", "H", "H", "H", "H", "H", "H", "H", "H", "H"], "positions_angstrom": [[-0.12, -4.91, -1.15], [-0.80, -1.95, -4.82], [-3.78, -1.86, -1.15], [-0.26, -1.37, -1.10], [0.87, -0.52, -0.61], [-0.99, -2.10, 0.05], [0.20, -2.36, -2.23], [-1.28, -0.54, -1.97], [-3.95, 3.39, -2.44], [-2.75, 2.68, -1.89], [-2.40, 3.12, -0.48], [-3.10, 1.34, -1.69], [-4.84, 3.25, -1.83], [-4.21, 2.99, -3.42], [-3.84, 4.47, -2.46], [-1.85, 2.78, -2.50], [-3.20, 3.10, 0.27], [-2.17, 4.18, -0.42], [-1.57, 2.52, -0.09], [-2.32, 0.79, -1.76], [4.49, 0.61, -2.12], [3.82, -0.76, -2.36], [3.67, -1.63, -1.15], [2.59, -0.65, -2.97], [4.13, 1.15, -1.24], [4.42, 1.31, -2.96], [5.55, 0.43, -1.99], [4.40, -1.33, -3.09], [4.59, -2.16, -0.91], [2.89, -2.38, -1.23], [3.52, -0.92, -0.34], [1.87, -0.69, -2.34], [0.85, 3.63, 1.27], [1.66, 2.36, 0.93], [1.18, 1.17, 1.82], [1.16, 1.41, 3.25], [2.32, 0.89, 3.88], [1.51, 2.06, -0.47], [0.03, 3.77, 0.57], [1.42, 4.56, 1.29], [0.53, 3.58, 2.32], [2.69, 2.43, 1.26], [1.82, 0.35, 1.48], [0.18, 0.77, 1.72], [3.14, 1.60, 3.82], [2.55, -0.10, 3.48], [2.32, 0.58, 4.93], [0.59, 2.05, -0.89], [1.42, 1.06, -0.54], [-0.28, -3.79, 3.06], [1.11, -3.20, 2.70], [2.21, -4.13, 3.27], [2.11, -4.15, 4.65], [2.82, -5.09, 5.37], [1.25, -3.00, 1.26], [-0.58, -3.83, 4.11], [-0.37, -4.75, 2.56], [-1.01, -3.25, 2.46], [1.33, -2.32, 3.30], [3.19, -3.74, 3.00], [2.12, -5.13, 2.86], [3.83, -5.22, 4.99], [2.36, -6.06, 5.17], [2.80, -4.79, 6.42], [0.39, -2.54, 1.00], [1.93, -2.35, 0.91], [0.56, 2.97, -4.23], [-0.28, 1.91, -4.75], [-0.29, 1.64, -6.27], [-0.99, 0.55, -6.82], [-0.71, 0.36, -8.20], [0.13, 0.69, -4.07], [0.41, 3.75, -4.98], [1.64, 2.79, -4.20], [0.32, 3.35, -3.24], [-1.31, 2.21, -4.54], [0.76, 1.61, -6.59], [-0.56, 2.55, -6.80], [-0.79, 1.36, -8.64], [-1.59, -0.18, -8.54], [0.16, -0.17, -8.59], [-0.20, 0.57, -3.12], [1.13, 0.67, -3.92], [-1.36, -0.64, 3.91], [-2.60, -0.74, 2.96], [-3.80, 0.07, 3.55], [-4.34, -0.46, 4.77], [-5.05, 0.28, 5.69], [-2.34, -0.32, 1.57], [-1.50, -1.43, 4.65], [-1.07, 0.39, 4.12], [-0.45, -1.01, 3.44], [-2.88, -1.80, 2.96], [-4.55, 0.41, 2.83], [-3.39, 1.02, 3.90], [-4.92, 1.34, 5.46], [-4.74, 0.01, 6.70], [-6.07, -0.08, 5.58], [-1.77, 0.51, 1.45], [-1.74, -0.97, 1.10]]}

---

Record 2
{"formula": "C2H3NO3", "method": "the ωB97M-V functional and the def2-TZVPD basis", "e_above_lowest_kcal_mol": 124.2, "gap_ha": 0.3651, "elements": ["C", "C", "N", "O", "O", "O", "H", "H", "H"], "positions_angstrom": [[1.19, 0.16, 0.61], [0.36, -0.13, -0.57], [-1.49, -0.01, -0.05], [-2.13, 0.61, -0.83], [2.11, 0.94, 0.62], [-1.73, -0.53, 0.98], [0.90, -0.42, 1.50], [0.35, -1.18, -0.84], [0.44, 0.55, -1.41]]}

---

Record 3
{"formula": "C4H13N3", "method": "the ωB97M-V functional and the def2-TZVPD basis", "e_above_lowest_kcal_mol": 39.1, "gap_ha": 0.4313, "charge": 2, "smiles": "C[C@@H](C[NH3+])C(N)=[NH2+]", "elements": ["C", "C", "C", "N", "C", "N", "N", "H", "H", "H", "H", "H", "H", "H", "H", "H", "H", "H", "H", "H"], "positions_angstrom": [[0.66, -0.71, -1.33], [0.21, -0.24, 0.05], [0.71, 1.08, 0.60], [2.16, 1.34, 0.38], [-1.47, -0.51, 0.13], [-1.95, -0.64, 1.38], [-2.21, -0.85, -0.94], [0.15, -1.63, -1.60], [0.77, 0.07, -2.06], [1.68, -1.06, -1.32], [0.44, -1.02, 0.64], [0.50, 1.25, 1.70], [0.19, 1.98, 0.09], [2.71, 0.66, 0.92], [2.26, 2.25, 0.79], [2.37, 1.35, -0.63], [-1.27, -0.23, 2.09], [-2.85, -1.04, 1.79], [-2.00, -0.71, -1.95], [-3.06, -1.34, -0.73]]}

---

Record 4
{"formula": "C38H31IN9O4Rb", "method": "the ωB97M-V functional and the def2-TZVPD basis", "e_above_lowest_kcal_mol": 24.7, "gap_ha": 0.2636, "elements": ["Rb", "C", "O", "C", "N", "C", "C", "C", "C", "C", "C", "C", "C", "C", "C", "C", "C", "N", "C", "N", "C", "C", "O", "C", "C", "C", "C", "C", "C", "H", "H", "H", "H", "H", "H", "H", "H", "H", "H", "H", "H", "H", "H", "H", "H", "H", "H", "H", "N", "C", "N", "C", "N", "N", "C", "N", "C", "C", "C", "C", "C", "N", "H", "H", "H", "H", "H", "H", "H", "H", "I", "C", "C", "C", "C", "C", "C", "C", "O", "O", "H", "H", "H", "H"], "positions_angstrom": [[0.20, 0.08, -0.65], [0.95, -5.09, -0.39], [-0.48, -4.91, -0.28], [-0.68, -3.60, -0.56], [0.32, -2.84, -0.66], [1.49, -3.66, -0.30], [2.70, -3.41, -1.16], [3.97, -3.55, -0.62], [5.10, -3.34, -1.39], [4.97, -2.98, -2.72], [3.70, -2.82, -3.27], [2.57, -3.04, -2.49], [-2.10, -3.17, -0.69], [-3.14, -4.09, -0.70], [-4.43, -3.61, -0.80], [-4.64, -2.24, -0.87], [-3.53, -1.40, -0.84], [-2.29, -1.86, -0.76], [-3.68, 0.07, -0.89], [-2.74, 0.91, -0.85], [-3.37, 2.25, -0.85], [-4.86, 1.95, -1.12], [-4.96, 0.51, -0.96], [-2.76, 3.22, -1.82], [-3.27, 4.52, -1.87], [-2.72, 5.46, -2.71], [-1.63, 5.13, -3.51], [-1.13, 3.84, -3.48], [-1.69, 2.89, -2.65], [1.17, -5.54, -1.36], [1.27, -5.75, 0.41], [1.75, -3.41, 0.74], [4.08, -3.81, 0.43], [6.09, -3.45, -0.96], [5.84, -2.80, -3.33], [3.59, -2.53, -4.31], [1.58, -2.91, -2.92], [-2.92, -5.15, -0.63], [-5.27, -4.29, -0.81], [-5.63, -1.82, -0.94], [-3.23, 2.66, 0.16], [-5.15, 2.20, -2.14], [-5.54, 2.41, -0.41], [-4.09, 4.79, -1.21], [-3.12, 6.47, -2.73], [-1.18, 5.88, -4.15], [-0.27, 3.58, -4.08], [-1.29, 1.88, -2.63], [-1.27, -0.94, 2.73], [0.03, -1.08, 3.08], [0.28, -1.52, 4.31], [1.58, -1.66, 4.58], [1.91, -2.13, 5.80], [2.58, -1.39, 3.74], [2.21, -0.94, 2.55], [0.95, -0.77, 2.15], [3.29, -0.59, 1.59], [4.60, -0.45, 2.03], [5.57, -0.08, 1.12], [5.21, 0.13, -0.20], [3.88, -0.06, -0.55], [2.94, -0.41, 0.31], [-1.96, -1.00, 3.46], [-1.50, -0.45, 1.89], [1.19, -2.21, 6.50], [2.88, -2.10, 6.07], [4.83, -0.62, 3.07], [6.60, 0.06, 1.44], [5.93, 0.44, -0.95], [3.56, 0.09, -1.58], [-4.31, 4.07, 3.46], [-2.55, 3.98, 2.33], [-2.22, 5.03, 1.48], [-1.08, 4.94, 0.70], [-0.28, 3.80, 0.73], [-0.62, 2.77, 1.61], [-1.74, 2.86, 2.42], [0.92, 3.70, -0.22], [1.45, 4.77, -0.55], [1.20, 2.53, -0.59], [-2.86, 5.90, 1.42], [-0.79, 5.74, 0.04], [0.01, 1.89, 1.66], [-1.98, 2.06, 3.11]]}

---

Record 5
{"formula": "C16H18BrN3O", "method": "the ωB97M-V functional and the def2-TZVPD basis", "e_above_lowest_kcal_mol": 42.9, "gap_ha": 0.2984, "smiles": "O=C(N[C@H]1CN2CCC1CC2)c1cc2cc(Br)ccn2c1", "elements": ["O", "C", "N", "C", "C", "N", "C", "C", "C", "C", "C", "C", "C", "C", "C", "C", "Br", "C", "C", "N", "C", "H", "H", "H", "H", "H", "H", "H", "H", "H", "H", "H", "H", "H", "H", "H", "H", "H", "H"], "positions_angstrom": [[-1.33, -1.14, 1.37], [-0.68, -0.21, 0.98], [-0.64, -0.07, -0.34], [-1.57, -0.58, -1.30], [-1.20, 0.21, -2.69], [-1.08, -0.89, -3.71], [-2.22, -1.81, -3.81], [-2.35, -2.63, -2.49], [-1.33, -2.18, -1.53], [0.08, -2.36, -2.14], [0.20, -1.68, -3.50], [0.22, 0.63, 1.80], [0.09, 0.77, 3.27], [1.05, 1.62, 3.73], [1.49, 2.18, 4.93], [2.57, 3.10, 5.03], [2.96, 3.73, 6.71], [3.22, 3.57, 3.77], [2.80, 2.93, 2.60], [1.76, 2.03, 2.56], [1.33, 1.37, 1.39], [-0.09, 0.69, -0.62], [-2.51, -0.48, -0.78], [-0.28, 0.74, -2.67], [-2.02, 0.91, -3.01], [-2.06, -2.53, -4.66], [-3.22, -1.27, -3.89], [-2.25, -3.66, -2.72], [-3.27, -2.58, -1.92], [-1.29, -2.67, -0.54], [0.77, -1.83, -1.49], [0.26, -3.43, -2.25], [0.25, -2.49, -4.13], [1.10, -1.10, -3.70], [-0.55, 0.24, 4.02], [0.91, 1.88, 5.88], [3.98, 4.27, 3.84], [3.27, 3.29, 1.68], [1.62, 1.44, 0.35]]}

---

Record 6
{"formula": "C9H20N5", "method": "the ωB97M-V functional and the def2-TZVPD basis", "e_above_lowest_kcal_mol": 36.9, "gap_ha": 0.3646, "charge": 1, "elements": ["C", "C", "C", "C", "C", "C", "C", "C", "C", "N", "N", "N", "N", "N", "H", "H", "H", "H", "H", "H", "H", "H", "H", "H", "H", "H", "H", "H", "H", "H", "H", "H", "H", "H"], "positions_angstrom": [[1.59, 3.11, -3.15], [-0.35, -0.72, -2.64], [-0.15, -0.52, -0.21], [-0.82, -2.44, 1.35], [-2.43, -1.25, -0.17], [2.26, 0.80, 2.11], [0.10, 2.25, 2.02], [-0.97, -1.73, -0.02], [1.06, 1.27, 1.31], [1.12, 2.15, -2.75], [-0.09, -1.97, -2.66], [-0.08, -0.01, -1.48], [-0.80, 0.13, -3.69], [0.40, 0.04, 0.89], [2.17, 3.91, -3.60], [-0.85, -1.81, 2.19], [0.27, -2.80, 1.38], [-1.52, -3.40, 1.58], [-3.08, -2.07, -0.32], [-2.62, -0.63, -1.15], [-2.80, -0.80, 0.81], [2.62, 1.61, 2.67], [2.04, -0.11, 2.81], [2.92, 0.25, 1.44], [-0.53, 1.72, 2.69], [-0.62, 2.69, 1.23], [0.62, 3.09, 2.34], [-0.72, -2.44, -0.74], [1.37, 1.70, 0.34], [-0.55, -2.29, -3.56], [0.42, 0.90, -1.81], [-0.71, -0.30, -4.58], [-0.53, 1.04, -3.77], [0.13, -0.39, 1.70]]}

---

Record 7
{"formula": "C14H17F3N4O2", "method": "the ωB97M-V functional and the def2-TZVPD basis", "e_above_lowest_kcal_mol": 1.6, "gap_ha": 0.3174, "smiles": "C[C@@H](O)CNc1nc2ccccc2n1CC(=O)NCC(F)(F)F", "elements": ["C", "C", "O", "C", "N", "C", "N", "C", "C", "C", "C", "C", "C", "N", "C", "C", "O", "N", "C", "C", "F", "F", "F", "H", "H", "H", "H", "H", "H", "H", "H", "H", "H", "H", "H", "H", "H", "H", "H", "H"], "positions_angstrom": [[-2.99, 0.64, 0.21], [-2.87, 1.98, 0.95], [-2.54, 1.81, 2.30], [-1.88, 2.93, 0.24], [-0.74, 2.29, -0.39], [0.14, 1.58, 0.35], [0.15, 1.49, 1.65], [1.23, 0.70, 1.97], [1.70, 0.28, 3.20], [2.80, -0.55, 3.22], [3.43, -0.96, 2.05], [2.98, -0.54, 0.80], [1.88, 0.29, 0.78], [1.17, 0.89, -0.25], [1.33, 0.67, -1.66], [0.20, -0.25, -2.13], [-0.71, 0.13, -2.82], [0.28, -1.50, -1.60], [-0.71, -2.50, -1.89], [-0.09, -3.67, -2.64], [-0.98, -4.63, -2.90], [0.90, -4.24, -1.92], [0.46, -3.30, -3.80], [-3.78, 0.05, 0.67], [-3.22, 0.79, -0.84], [-2.06, 0.08, 0.30], [-3.86, 2.47, 0.95], [-1.59, 1.61, 2.35], [-1.49, 3.63, 0.99], [-2.39, 3.50, -0.54], [-0.90, 1.96, -1.33], [1.21, 0.59, 4.11], [3.19, -0.90, 4.17], [4.29, -1.61, 2.10], [3.48, -0.85, -0.10], [2.31, 0.21, -1.84], [1.28, 1.61, -2.20], [1.05, -1.75, -1.01], [-1.48, -2.04, -2.53], [-1.17, -2.89, -0.97]]}

---

Record 8
{"formula": "C9H12Si", "method": "the ωB97M-V functional and the def2-TZVPD basis", "e_above_lowest_kcal_mol": 78.4, "gap_ha": 0.2781, "elements": ["C", "C", "C", "C", "C", "C", "C", "C", "C", "Si", "H", "H", "H", "H", "H", "H", "H", "H", "H", "H", "H", "H"], "positions_angstrom": [[-3.03, 0.69, 0.04], [-2.23, 1.10, -1.01], [-2.74, -0.47, 0.81], [-1.07, 0.33, -1.25], [-1.69, -1.29, 0.39], [-0.80, -0.79, -0.56], [2.48, 2.01, 0.47], [2.64, 1.29, -0.61], [1.56, -2.11, 0.66], [0.74, -1.91, -1.04], [-3.89, 1.26, 0.26], [-2.32, 2.01, -1.76], [-3.44, -0.84, 1.61], [-0.25, 0.67, -1.88], [-1.44, -2.21, 0.98], [1.45, 2.03, 0.84], [3.21, 2.63, 0.99], [3.51, 1.36, -1.25], [1.83, 0.81, -1.02], [1.27, -1.51, 1.42], [1.48, -3.13, 1.09], [2.73, -1.94, 0.82]]}

---

Record 9
{"formula": "C18H29NO", "method": "the ωB97M-V functional and the def2-TZVPD basis", "e_above_lowest_kcal_mol": 11.5, "gap_ha": 0.3344, "smiles": "CC(C)(C)c1ccccc1OCCCCN1CCCC1", "elements": ["C", "C", "C", "C", "C", "C", "C", "C", "C", "C", "O", "C", "C", "C", "C", "N", "C", "C", "C", "C", "H", "H", "H", "H", "H", "H", "H", "H", "H", "H", "H", "H", "H", "H", "H", "H", "H", "H", "H", "H", "H", "H", "H", "H", "H", "H", "H", "H", "H"], "positions_angstrom": [[-4.00, 1.80, 0.59], [-3.47, 0.87, -0.51], [-3.16, -0.51, 0.07], [-4.60, 0.69, -1.54], [-2.21, 1.47, -1.12], [-2.14, 1.80, -2.46], [-1.01, 2.35, -3.04], [0.10, 2.58, -2.26], [0.08, 2.25, -0.92], [-1.06, 1.70, -0.34], [-1.13, 1.40, 1.00], [0.01, 1.22, 1.80], [0.55, -0.21, 1.76], [1.11, -0.62, 0.40], [1.73, -2.02, 0.46], [2.83, -2.05, 1.40], [3.16, -3.37, 1.90], [4.09, -4.02, 0.85], [4.78, -2.82, 0.19], [4.09, -1.59, 0.84], [-4.22, 2.78, 0.17], [-4.91, 1.39, 1.02], [-3.26, 1.92, 1.38], [-2.75, -1.16, -0.70], [-2.44, -0.44, 0.88], [-4.07, -0.97, 0.46], [-4.30, 0.01, -2.33], [-4.89, 1.65, -1.97], [-5.47, 0.27, -1.04], [-3.00, 1.64, -3.10], [-1.01, 2.59, -4.09], [1.00, 3.01, -2.69], [0.96, 2.45, -0.33], [-0.33, 1.44, 2.82], [0.81, 1.93, 1.56], [-0.26, -0.90, 2.03], [1.34, -0.31, 2.50], [0.32, -0.62, -0.36], [1.87, 0.10, 0.09], [0.96, -2.72, 0.81], [2.03, -2.33, -0.55], [3.70, -3.25, 2.85], [2.26, -3.96, 2.09], [3.50, -4.58, 0.13], [4.80, -4.70, 1.32], [4.62, -2.82, -0.89], [5.85, -2.81, 0.38], [4.71, -1.21, 1.66], [3.93, -0.78, 0.13]]}

---

Record 10
{"formula": "C19H24N4O3", "method": "the ωB97M-V functional and the def2-TZVPD basis", "e_above_lowest_kcal_mol": 71.9, "gap_ha": 0.3100, "smiles": "CC[C@@H](O)CC(C(=O)NNc1ccccc1)C(=O)NNc1ccccc1", "elements": ["C", "C", "C", "O", "C", "C", "C", "O", "N", "N", "C", "C", "C", "C", "C", "C", "C", "O", "N", "N", "C", "C", "C", "C", "C", "C", "H", "H", "H", "H", "H", "H", "H", "H", "H", "H", "H", "H", "H", "H", "H", "H", "H", "H", "H", "H", "H", "H", "H", "H"], "positions_angstrom": [[2.34, 0.51, -3.80], [0.95, 0.99, -3.43], [0.82, 1.38, -1.95], [-0.37, 2.11, -1.72], [0.75, 0.15, -1.04], [1.08, 0.50, 0.42], [0.26, 1.70, 0.90], [0.78, 2.77, 1.15], [-1.05, 1.45, 1.05], [-1.91, 2.42, 1.56], [-2.90, 2.94, 0.72], [-3.35, 2.25, -0.41], [-4.39, 2.76, -1.15], [-5.02, 3.94, -0.79], [-4.57, 4.62, 0.33], [-3.52, 4.13, 1.08], [0.79, -0.71, 1.29], [-0.32, -1.19, 1.41], [1.86, -1.22, 1.94], [1.76, -2.32, 2.79], [1.88, -3.60, 2.22], [1.35, -4.69, 2.89], [1.54, -5.97, 2.40], [2.25, -6.17, 1.22], [2.77, -5.08, 0.55], [2.59, -3.80, 1.04], [3.09, 1.26, -3.56], [2.60, -0.41, -3.28], [2.39, 0.31, -4.87], [0.21, 0.23, -3.66], [0.71, 1.87, -4.03], [1.69, 1.99, -1.66], [-0.31, 2.97, -2.13], [1.44, -0.62, -1.39], [-0.27, -0.25, -1.09], [2.14, 0.79, 0.49], [-1.39, 0.49, 1.01], [-1.38, 3.13, 2.05], [-2.86, 1.34, -0.71], [-4.73, 2.22, -2.03], [-5.84, 4.33, -1.38], [-5.04, 5.55, 0.62], [-3.17, 4.67, 1.94], [2.77, -0.78, 1.90], [0.94, -2.24, 3.39], [0.80, -4.54, 3.81], [1.13, -6.81, 2.93], [2.39, -7.17, 0.84], [3.32, -5.22, -0.37], [3.00, -2.95, 0.50]]}